Record 1
62
Properties=species:S:1:pos:R:3:lowdin_charge:R:1 method="wB97M-V/def2-TZVPD" energy_ha=-3770.62283 max_force_ev_per_a=5.393 orbital_gap_ev=9.5 homo_ev=-9.136 smiles="COP(=O)(OC)OC.COP(=O)(OC)OC.CNC(C)=O.ClCCCl.ClCCCl"
C -0.12 3.57 3.22 -0.113
O 0.59 2.89 4.27 -0.225
P -0.16 1.71 5.20 0.464
O 0.72 0.86 6.07 -0.255
O -1.09 2.75 5.96 -0.231
C -2.07 2.25 6.98 -0.043
O -1.20 0.91 4.22 -0.241
C -0.55 -0.09 3.38 -0.091
H 0.36 3.54 2.24 0.083
H -0.21 4.64 3.39 0.084
H -1.14 3.21 3.09 0.075
H -1.88 1.24 7.35 0.089
H -3.09 2.50 6.70 0.082
H -1.96 2.98 7.78 0.080
H -0.99 -1.08 3.49 0.091
H 0.54 -0.01 3.38 0.089
H -0.86 0.12 2.36 0.059
C 0.88 -0.48 -3.17 -0.108
O 1.33 -1.73 -3.75 -0.186
P 2.89 -1.75 -4.14 0.411
O 3.72 -0.98 -3.20 -0.240
O 3.25 -3.31 -4.24 -0.212
C 3.19 -4.13 -3.08 -0.103
O 2.90 -1.29 -5.69 -0.204
C 4.10 -1.41 -6.43 -0.113
H 0.11 -0.61 -2.41 0.075
H 0.39 0.14 -3.93 0.087
H 1.60 0.30 -2.93 0.071
H 4.19 -4.54 -2.99 0.091
H 2.58 -4.98 -3.39 0.088
H 2.78 -3.78 -2.13 0.092
H 5.03 -1.45 -5.88 0.095
H 4.16 -0.67 -7.24 0.088
H 3.96 -2.30 -7.04 0.088
C 5.14 -1.05 0.21 -0.085
N 4.77 0.24 0.66 0.009
C 3.57 0.80 0.52 -0.483
C 2.44 0.14 -0.15 -0.028
O 3.29 1.96 1.05 -0.059
H 5.57 -1.50 1.11 0.083
H 6.09 -0.96 -0.31 0.087
H 4.38 -1.70 -0.22 0.087
H 5.31 0.72 1.36 0.154
H 1.57 0.79 -0.05 0.074
H 2.10 -0.85 0.14 0.093
H 2.52 0.27 -1.23 0.050
Cl -2.61 -0.72 -0.49 0.538
C -2.06 0.98 -0.66 -0.622
C -3.32 1.86 -0.47 -0.702
Cl -3.01 3.61 -0.71 0.538
H -1.49 1.12 -1.58 0.059
H -1.26 1.16 0.06 0.049
H -3.79 1.68 0.50 0.055
H -4.09 1.57 -1.19 -0.004
Cl -6.51 0.85 -0.63 0.584
C -6.65 -0.90 -0.96 -0.637
C -8.03 -1.52 -0.71 -0.602
Cl -8.73 -1.21 0.97 0.478
H -5.90 -1.44 -0.37 0.060
H -6.41 -1.07 -2.01 0.074
H -8.08 -2.60 -0.76 0.061
H -8.70 -1.26 -1.53 0.071


Record 2
65
Properties=species:S:1:pos:R:3:lowdin_charge:R:1 method="wB97M-V/def2-TZVPD" energy_ha=-1930.79447 de_lowest_ev=0.000 max_force_ev_per_a=0.844 orbital_gap_ev=9.0 homo_ev=-8.530 smiles="CC(C)CCNC(=O)[C@@H](c1ccc(O)cc1)N(Cc1cccs1)C(=O)[C@H]1COc2ccccc2O1"
C 6.31 -2.02 0.20 -0.080
C 5.37 -0.89 0.60 -0.443
C 5.86 0.43 0.01 -0.085
C 3.93 -1.15 0.15 -0.170
C 3.28 -2.34 0.85 -0.168
N 1.89 -2.46 0.49 0.081
C 0.89 -2.09 1.31 -0.422
O 1.06 -1.75 2.47 0.067
C -0.47 -2.07 0.59 -0.136
C -1.68 -2.45 1.40 -0.199
C -2.76 -3.02 0.73 -0.080
C -3.91 -3.37 1.40 -0.040
C -4.02 -3.16 2.77 -0.321
O -5.14 -3.48 3.47 0.059
C -2.94 -2.60 3.45 0.008
C -1.79 -2.25 2.78 -0.022
N -0.58 -0.72 0.02 0.039
C -0.94 0.35 0.93 -0.124
C -2.27 0.97 0.66 -0.483
C -2.58 2.30 0.62 -0.130
C -3.94 2.55 0.35 -0.174
C -4.66 1.41 0.18 -0.395
S -3.68 0.00 0.37 1.079
C -0.12 -0.57 -1.24 -0.375
O 0.35 -1.52 -1.86 0.051
C -0.24 0.76 -1.98 -0.170
C -1.61 0.80 -2.68 -0.093
O -1.71 1.94 -3.51 -0.002
C -1.27 3.09 -2.91 -0.193
C -1.63 4.31 -3.46 0.002
C -1.23 5.49 -2.88 -0.091
C -0.46 5.47 -1.73 -0.091
C -0.08 4.26 -1.17 -0.013
C -0.47 3.07 -1.76 -0.200
O -0.05 1.90 -1.18 -0.013
H 6.04 -2.95 0.70 0.068
H 6.26 -2.18 -0.88 0.083
H 7.33 -1.78 0.46 0.075
H 5.38 -0.80 1.69 0.136
H 5.22 1.26 0.31 0.074
H 6.87 0.65 0.34 0.074
H 5.86 0.38 -1.08 0.080
H 3.32 -0.26 0.37 0.118
H 3.91 -1.31 -0.93 0.122
H 3.79 -3.27 0.58 0.118
H 3.32 -2.22 1.94 0.125
H 1.68 -2.57 -0.50 0.124
H -0.42 -2.75 -0.26 0.144
H -2.69 -3.19 -0.34 0.122
H -4.74 -3.81 0.85 0.115
H -5.80 -3.85 2.87 0.107
H -3.03 -2.45 4.52 0.120
H -0.96 -1.85 3.33 0.107
H -0.18 1.14 0.90 0.137
H -0.94 -0.08 1.93 0.120
H -1.85 3.07 0.78 0.111
H -4.36 3.53 0.28 0.103
H -5.70 1.30 -0.04 0.060
H 0.53 0.73 -2.77 0.177
H -1.74 -0.07 -3.33 0.149
H -2.41 0.82 -1.93 0.110
H -2.24 4.30 -4.36 0.120
H -1.52 6.43 -3.32 0.101
H -0.15 6.39 -1.26 0.101
H 0.54 4.22 -0.29 0.121


Record 3
16
Properties=species:S:1:pos:R:3:lowdin_charge:R:1 method="wB97M-V/def2-TZVPD" energy_ha=-883.25139 de_lowest_ev=0.000 max_force_ev_per_a=5.714 orbital_gap_ev=9.6 homo_ev=-8.958 smiles=C[Si](C)(O)CS
C -1.94 -0.11 -0.92 -0.177
Si -0.27 0.13 0.05 0.513
C -0.16 -0.86 1.83 -0.121
O -0.17 1.77 0.34 -0.130
C 1.32 0.02 -1.07 -0.608
S 2.81 -0.26 0.01 0.586
H -2.16 0.78 -1.52 0.024
H -2.02 -1.02 -1.57 0.033
H -2.76 -0.31 -0.22 0.013
H 0.80 -1.20 1.88 -0.048
H -0.41 -0.14 2.60 0.024
H -0.85 -1.64 1.81 -0.014
H -0.59 2.14 1.02 -0.027
H 1.43 -0.73 -1.86 0.019
H 1.30 0.99 -1.54 0.018
H 3.68 0.45 -0.87 -0.105


Record 4
43
Properties=species:S:1:pos:R:3:lowdin_charge:R:1 method="wB97M-V/def2-TZVPD" energy_ha=-2328.44364 max_force_ev_per_a=2.667 orbital_gap_ev="5.1 / 6.7" homo_ev="-7.836 / -7.959"
Pd 2.30 -0.04 -0.13 0.674
N 4.80 0.34 -0.06 -0.040
C 4.95 1.72 0.40 -0.176
C 3.81 2.64 -0.19 -0.690
O 4.11 3.78 -0.46 0.045
O 2.68 2.08 -0.30 -0.193
H 5.51 -0.24 0.39 0.076
H 4.94 0.31 -1.07 0.093
H 5.92 2.16 0.12 0.112
H 4.85 1.76 1.48 0.116
S -5.45 -0.87 -0.30 0.634
C -4.01 -0.07 -0.24 -1.062
S -2.51 -0.94 -0.52 0.958
C -1.61 0.61 -0.33 -1.028
N -2.42 1.57 -0.05 0.004
N -3.72 1.24 -0.01 -0.129
C -4.62 2.32 0.17 -0.177
C -4.08 3.60 0.26 -0.019
C -4.91 4.69 0.38 -0.079
C -6.29 4.53 0.42 -0.092
C -6.83 3.26 0.36 -0.079
C -6.00 2.15 0.24 -0.053
S 0.02 0.84 -0.72 0.700
H -3.01 3.72 0.22 0.104
H -4.48 5.68 0.45 0.105
H -6.94 5.39 0.51 0.100
H -7.90 3.11 0.40 0.105
H -6.46 1.18 0.20 0.009
C 4.47 -5.29 -0.13 -0.015
C 3.41 -4.26 -0.12 -0.290
C 2.03 -4.37 -0.10 0.030
C 1.53 -3.07 -0.09 -0.332
N 2.54 -2.20 -0.09 -0.054
N 3.67 -2.93 -0.11 0.045
C 0.13 -2.59 -0.08 -0.105
H 4.01 -6.27 -0.14 0.084
H 5.11 -5.21 0.75 0.086
H 5.10 -5.19 -1.02 0.086
H 1.46 -5.28 -0.10 0.114
H 4.57 -2.48 -0.13 0.150
H -0.56 -3.43 -0.05 0.083
H -0.06 -2.01 -0.99 0.031
H -0.04 -1.94 0.78 0.069


Record 5
82
Properties=species:S:1:pos:R:3:lowdin_charge:R:1 method="wB97M-V/def2-TZVPD" energy_ha=-3021.07046 total_charge=+1 de_lowest_ev=1.527 max_force_ev_per_a=0.772 orbital_gap_ev=8.0 homo_ev=-10.716
Zr -1.30 -0.82 0.92 1.774
C -0.72 -1.62 -2.12 -0.043
N -1.75 -1.93 -1.11 -0.372
C -3.08 -1.59 -1.66 -0.054
C -1.69 -3.38 -0.81 -0.172
C -0.45 -3.68 -0.01 -0.295
C 0.13 -4.94 -0.10 -0.044
C 1.24 -5.24 0.68 -0.075
C 1.76 -4.27 1.53 -0.073
C 1.18 -3.01 1.59 -0.102
C 0.05 -2.67 0.83 -0.192
H -0.92 -2.21 -3.03 0.113
H 0.27 -1.88 -1.74 0.101
H -0.74 -0.57 -2.36 0.045
H -3.26 -2.18 -2.57 0.106
H -3.12 -0.53 -1.91 0.084
H -3.85 -1.82 -0.93 0.095
H -1.72 -3.94 -1.75 0.137
H -2.58 -3.63 -0.24 0.117
H -0.27 -5.68 -0.78 0.119
H 1.70 -6.22 0.61 0.109
H 2.62 -4.49 2.14 0.108
H 1.63 -2.30 2.26 0.064
C 4.04 -1.20 -6.14 -0.044
C 4.09 0.15 -5.42 -0.564
C 4.72 1.20 -6.34 -0.043
C 4.98 0.01 -4.19 -0.069
C 2.67 0.59 -5.05 -0.163
C 1.73 0.78 -6.08 -0.026
C 0.43 1.17 -5.84 -0.066
C 0.05 1.38 -4.52 -0.466
S -1.48 1.86 -3.86 1.110
C -0.79 1.78 -2.27 -0.593
N 0.46 1.43 -2.20 0.114
C 0.96 1.20 -3.47 -0.306
C 2.28 0.80 -3.74 0.044
C -1.60 2.07 -1.07 -0.253
C -2.24 3.29 -0.98 -0.025
C -2.90 3.66 0.19 -0.051
C -2.90 2.82 1.28 -0.059
C -2.27 1.58 1.17 -0.169
C -1.64 1.15 0.00 -0.210
H 5.04 -1.52 -6.41 0.088
H 3.44 -1.15 -7.05 0.078
H 3.60 -1.97 -5.50 0.090
H 5.73 0.91 -6.61 0.088
H 4.77 2.18 -5.85 0.093
H 4.15 1.32 -7.27 0.079
H 5.98 -0.30 -4.49 0.088
H 4.60 -0.75 -3.49 0.085
H 5.08 0.95 -3.65 0.088
H 2.03 0.61 -7.11 0.112
H -0.26 1.31 -6.66 0.113
H 2.95 0.68 -2.91 0.110
H -2.20 3.98 -1.82 0.115
H -3.40 4.63 0.24 0.115
H -3.37 3.12 2.21 0.114
H -2.27 0.99 2.10 0.067
N -0.21 -6.96 5.19 0.134
C -0.82 -5.84 4.71 -0.295
C -1.08 -4.76 5.57 -0.009
C -1.66 -3.61 5.08 -0.069
C -1.97 -3.51 3.72 -0.307
C -1.73 -4.58 2.86 -0.047
C -1.16 -5.73 3.35 -0.004
S -2.67 -2.02 3.19 0.663
O -2.91 -2.09 1.69 -0.431
O -3.80 -1.67 3.96 -0.223
N -1.59 -0.83 3.17 -0.250
C -0.25 -0.69 3.39 -0.751
S 0.71 -0.88 4.79 1.119
C 2.05 -0.20 3.93 -0.362
C 1.69 0.13 2.66 -0.201
N 0.39 -0.16 2.36 -0.089
H -0.16 -7.11 6.18 0.106
H -0.21 -7.80 4.62 0.106
H -0.84 -4.84 6.62 0.121
H -1.89 -2.79 5.76 0.123
H -1.99 -4.50 1.82 0.100
H -0.97 -6.56 2.68 0.121
H 3.01 -0.08 4.39 0.080
H 2.33 0.57 1.91 0.129


Record 6
19
Properties=species:S:1:pos:R:3:lowdin_charge:R:1 method="wB97M-V/def2-TZVPD" energy_ha=-344.08166 de_lowest_ev=8.255 max_force_ev_per_a=1.547 orbital_gap_ev=3.8 homo_ev=-7.260
C 0.47 0.72 -1.00 -0.350
C -0.25 0.79 0.38 -0.166
C -1.59 0.14 0.36 -0.542
C -2.07 -0.46 1.51 0.126
N -2.16 0.11 -0.83 0.155
N 1.72 1.29 -0.93 0.065
H 0.61 -0.39 -1.09 0.117
H -0.20 0.98 -1.83 0.105
H -0.24 1.81 0.75 0.125
H 0.39 0.24 1.07 0.103
H -2.96 -1.08 1.34 0.073
H -1.52 -0.59 2.42 0.065
H -3.17 0.14 -0.80 0.053
H -0.35 -1.93 -0.05 0.049
H 1.94 1.83 -1.76 0.057
H 0.26 -2.31 -0.28 0.086
H 2.59 -0.07 -0.29 -0.028
H 3.70 -0.43 0.69 0.030
O 2.86 -0.79 0.36 -0.123


M list, top to bottom, in g mol⁻¹: 551.2; 494.6; 122.3; 502.0; 746.1; 104.2